{
  "formula": "C15H21BrN3O3",
  "method": "ωB97M-V with the def2-TZVPD basis set",
  "total_charge": -1,
  "orbital_gap_ev": 7.10,
  "elements": ["C", "C", "C", "N", "C", "C", "O", "O", "C", "C", "O", "Br", "H", "H", "H", "H", "H", "H", "H", "H", "H", "H", "H", "N", "C", "C", "C", "C", "H", "H", "H", "H", "H", "N", "C", "C", "C", "C", "H", "H", "H", "H", "H"],
  "coordinates": [[-3.16381, 1.50882, -0.91943], [-1.97500, 2.29110, -1.50889], [-0.60994, 1.62356, -1.25159], [0.01695, 1.16483, -2.47487], [1.44422, 0.92460, -2.29889], [2.20912, 2.23770, -2.00695], [2.69332, 2.82642, -2.99429], [2.28423, 2.56627, -0.81444], [-0.71038, 0.08440, -3.10456], [-0.11230, -1.32027, -3.02530], [0.16308, -1.95550, -3.99431], [0.15217, -2.18536, -1.27153], [-4.02611, 1.61070, -1.56802], [-3.43344, 1.94861, 0.03312], [-2.92554, 0.46238, -0.79377], [-1.99490, 3.29976, -1.12281], [-2.07708, 2.33363, -2.58456], [-0.75826, 0.78126, -0.56483], [0.02007, 2.32463, -0.72583], [1.89633, 0.51799, -3.19030], [1.63330, 0.27930, -1.44053], [-1.71760, -0.00764, -2.71214], [-0.82744, 0.29888, -4.15726], [-1.10775, -4.82121, 0.75527], [-2.44250, -5.10051, 0.81814], [-2.58941, -6.32467, 1.41628], [-1.28698, -6.79941, 1.72897], [-0.39614, -5.84658, 1.30917], [-0.71029, -3.98548, 0.35955], [-3.17052, -4.40770, 0.43306], [-3.52465, -6.82339, 1.60849], [-1.03396, -7.73126, 2.20640], [0.67846, -5.81127, 1.35672], [2.07526, 3.98574, 3.97440], [3.16593, 3.24313, 4.33682], [3.69666, 2.69975, 3.19437], [2.89966, 3.12976, 2.09498], [1.91162, 3.92164, 2.60956], [1.48763, 4.49494, 4.60471], [3.46707, 3.16613, 5.36849], [4.56349, 2.06109, 3.14891], [3.02987, 2.88887, 1.04352], [1.10556, 4.44438, 2.12419]],
  "forces_ev_per_angstrom": [[0.2, 0.8, -0.3], [0.0, -1.0, -0.1], [-0.7, 0.2, 0.6], [-0.1, -0.1, 0.2], [0.4, 0.4, 0.3], [0.4, 0.3, -1.1], [-0.1, -0.1, -0.1], [-0.1, 0.2, 1.0], [0.3, 0.2, 0.5], [0.1, -0.3, -1.8], [-0.1, 0.3, 1.0], [-0.1, 0.3, 0.2], [-0.3, -0.1, -0.1], [-0.1, -0.2, 0.4], [0.0, -0.3, 0.1], [0.1, 0.3, 0.0], [-0.1, 0.3, -0.3], [0.0, -0.1, 0.2], [0.6, 0.0, -0.2], [-0.2, -0.3, -0.4], [0.0, -0.3, 0.1], [-0.2, 0.1, 0.3], [0.2, -0.3, -0.5], [0.0, 0.0, 0.1], [0.0, 0.0, 0.0], [0.0, 0.0, 0.0], [0.0, 0.0, 0.0], [0.0, 0.0, 0.0], [-0.1, -0.1, 0.0], [0.0, 0.0, 0.0], [0.0, 0.0, 0.0], [0.0, 0.0, 0.0], [0.0, 0.0, 0.0], [0.0, 0.0, -0.1], [0.0, 0.0, 0.0], [-0.1, 0.1, 0.1], [0.2, -0.1, -0.1], [0.0, 0.0, 0.1], [0.0, 0.0, 0.0], [0.0, 0.0, 0.0], [0.0, 0.0, 0.0], [-0.1, 0.1, 0.2], [0.0, 0.0, 0.0]]
}